--- w ---
Molecular formula: CH3O3
Method: DFT, ωB97M-V/def2-TZVPD

Bonds (Å) are listed after each position.
Positions of all 7 atoms, in Å:
1 O -0.4720 1.9509 0.9241  H2 0.989, H7 0.928
2 H -0.0886 1.1090 0.5734  O1 0.989
3 O -0.2686 -0.3798 -1.2457  C4 1.197
4 C 0.2371 -1.1635 -0.4958  O3 1.197, O5 1.231, H6 1.077
5 O 0.5189 -0.8891 0.6704  C4 1.231
6 H 0.4771 -2.1703 -0.7931  C4 1.077
7 H -0.0381 2.5861 0.4043  O1 0.928

Summary:
HOMO level = -4.053 eV
net charge = -1
Kohn-Sham gap = 8.60 eV

Okay, here come the Mulliken numbers, in e, for every atom:
1. O -0.6506
2. H 0.3917
3. O -0.6568
4. C -0.0358
5. O -0.7410
6. H 0.4400
7. H 0.2524



--- x ---
Molecular formula: CH3O3
Method: DFT, ωB97M-V/def2-TZVPD

Bonds (Å) are listed after each position.
Positions of all 7 atoms, in Å:
1 O -1.0856 1.1392 0.1651  C2 1.246
2 C 0.1198 1.2712 0.4511  O1 1.246, O3 1.253, H4 1.123
3 O 1.0084 0.3901 0.5195  C2 1.253
4 H 0.4837 2.3138 0.6575  C2 1.123
5 H 0.0397 -2.3392 -0.2066  O7 0.960
6 H -0.2608 -0.9264 -0.6298  O7 0.979
7 O -0.3052 -1.8487 -0.9567  H5 0.960, H6 0.979

Summary:
HOMO level = -4.305 eV
net charge = -1
Kohn-Sham gap = 8.95 eV

Okay, here come the Mulliken numbers, in e, for every atom:
1. O -0.6694
2. C 0.0307
3. O -0.6883
4. H 0.3529
5. H 0.2777
6. H 0.3753
7. O -0.6790



Verdict on stability: w comes out at the bottom.



--- w ---
Molecular formula: C7H4N2S2
Method: DFT, ωB97M-V/def2-TZVPD

Bonds (Å) are listed after each position.
Positions of all 15 atoms, in Å:
1 C 0.2284 0.4304 -0.7105  C2 1.383, C3 1.385, H12 1.045
2 C -0.5683 -0.5725 -0.1891  C1 1.383, C4 1.396, H13 1.006
3 C 1.1253 1.0961 0.1088  C1 1.385, C5 1.408, H14 1.126
4 C -0.5119 -1.0204 1.1314  C2 1.396, C6 1.400, H15 1.017
5 C 1.3725 0.5857 1.3975  C3 1.408, C6 1.457, N8 1.310
6 C 0.5610 -0.5234 1.8810  C4 1.400, C5 1.457, N9 1.350
7 C 1.9338 -0.0021 3.3188  N8 1.384, N9 1.319, S11 1.719
8 N 2.1690 0.9711 2.3631  C5 1.310, C7 1.384
9 N 1.0058 -0.9121 3.0947  C6 1.350, C7 1.319
10 S 1.9743 -1.0471 6.0893  S11 1.900
11 S 2.7283 0.1637 4.8340  C7 1.719, S10 1.900
12 H 0.1870 0.8591 -1.6626  C1 1.045
13 H -1.3022 -0.9703 -0.7504  C2 1.006
14 H 1.6839 1.9602 -0.3485  C3 1.126
15 H -1.1753 -1.7338 1.4247  C4 1.017

Summary:
HOMO level (alpha / beta) = -8.512 / -8.509 eV
Kohn-Sham gap (alpha / beta) = 5.35 / 5.35 eV

Okay, here come the Mulliken numbers, in e, for every atom:
1. C -0.5380
2. C -0.3601
3. C -0.3897
4. C -0.7760
5. C 0.4494
6. C 0.6743
7. C 0.4141
8. N -0.6224
9. N -0.5439
10. S -0.1105
11. S 0.0886
12. H 0.4098
13. H 0.4653
14. H 0.3243
15. H 0.5149



--- x ---
Molecular formula: C7H4N2S2
Method: DFT, ωB97M-V/def2-TZVPD

Bonds (Å) are listed after each position.
Positions of all 15 atoms, in Å:
1 C -0.8922 0.1523 0.4760  C2 1.400, C3 1.451, H12 1.143
2 C 0.1717 -0.7578 0.4904  C1 1.400, C4 1.368, H13 1.093
3 C -0.7034 1.5800 0.2986  C1 1.451, C5 1.382, H14 1.066
4 C 1.4609 -0.3365 0.3126  C2 1.368, C6 1.415, H15 1.107
5 C 0.6147 1.9872 0.2192  C3 1.382, C6 1.458, N8 1.380
6 C 1.7317 1.0515 0.2574  C4 1.415, C5 1.458, N9 1.355
7 C 2.4029 3.0235 0.3604  N8 1.317, N9 1.317, S11 1.742
8 N 1.1302 3.2637 0.1233  C5 1.380, C7 1.317
9 N 2.8588 1.7886 0.4039  C6 1.355, C7 1.317
10 S 4.2167 4.3083 2.3690  S11 1.974
11 S 3.2152 4.5308 0.6820  C7 1.742, S10 1.974
12 H -1.8514 -0.4625 0.5645  C1 1.143
13 H -0.1187 -1.8036 0.3607  C2 1.093
14 H -1.4747 2.3136 0.3484  C3 1.066
15 H 2.3515 -0.9771 0.1620  C4 1.107

Summary:
HOMO level (alpha / beta) = -8.265 / -8.349 eV
Kohn-Sham gap (alpha / beta) = 4.61 / 4.70 eV

Okay, here come the Mulliken numbers, in e, for every atom:
1. C -0.1087
2. C -0.3909
3. C -0.7793
4. C -0.4330
5. C 0.6003
6. C 0.5087
7. C 0.5155
8. N -0.6154
9. N -0.6675
10. S -0.0648
11. S 0.0930
12. H 0.2439
13. H 0.3270
14. H 0.4394
15. H 0.3318



Verdict on stability: x comes out at the bottom.



--- w ---
Molecular formula: C3H3F3O
Method: DFT, ωB97M-V/def2-TZVPD

Bonds (Å) are listed after each position.
Positions of all 10 atoms, in Å:
1 C 0.5435 1.1298 0.8084  C2 1.316, F5 1.338, H8 1.142
2 C 1.3853 0.2679 1.3372  C1 1.316, F6 1.345, H9 1.090
3 C -0.7797 -0.5236 -1.7986  O4 1.216, F7 1.406
4 O -1.3042 -1.0465 -0.8337  C3 1.216, H10 0.961
5 F -0.4038 1.7711 1.5015  C1 1.338
6 F 1.2194 -0.1529 2.6035  C2 1.345
7 F -1.4330 -1.0038 -2.9470  C3 1.406
8 H 0.4474 1.5372 -0.2546  C1 1.142
9 H 2.1397 -0.1616 0.6774  C2 1.090
10 H -1.8144 -1.8176 -1.0940  O4 0.961

Summary:
HOMO level = -9.787 eV
Kohn-Sham gap = 10.36 eV

Okay, here come the Mulliken numbers, in e, for every atom:
1. C -0.0685
2. C -0.1004
3. C 0.0191
4. O -0.1169
5. F -0.2457
6. F -0.2313
7. F -0.2071
8. H 0.3454
9. H 0.3068
10. H 0.2987



--- x ---
Molecular formula: C3H3F3O
Method: DFT, ωB97M-V/def2-TZVPD

Bonds (Å) are listed after each position.
Positions of all 10 atoms, in Å:
1 C -0.8414 -0.0304 0.0948  C2 1.514, C3 1.505, H8 1.030, H9 1.114
2 C 0.5961 -0.2613 0.5083  C1 1.514, C3 1.795, O4 1.332, F5 1.394
3 C -0.5404 0.9424 1.2028  C1 1.505, C2 1.795, F6 1.382, F7 1.310
4 O 1.5872 0.2606 -0.2125  C2 1.332, H10 0.965
5 F 0.8826 -1.3142 1.3761  C2 1.394
6 F -0.3067 2.2369 0.7789  C3 1.382
7 F -1.2181 0.7532 2.3072  C3 1.310
8 H -1.0284 0.1068 -0.9088  C1 1.030
9 H -1.6223 -0.8109 0.2415  C1 1.114
10 H 2.2487 0.3507 0.4839  O4 0.965

Summary:
HOMO level = -9.048 eV
Kohn-Sham gap = 9.74 eV
SMILES = O[C@]1(F)CC1(F)F

Okay, here come the Mulliken numbers, in e, for every atom:
1. C -0.6722
2. C 0.4555
3. C 0.4521
4. O -0.4469
5. F -0.2828
6. F -0.2638
7. F -0.2494
8. H 0.3409
9. H 0.2937
10. H 0.3729



Verdict on stability: w comes out at the bottom.